[1]
{"formula": "C22H64CuO20", "method": "ωB97M-V/def2-TZVPD", "spin_multiplicity": 2, "e_tot_ha": -4021.52201, "de_lowest_kcal_mol": 33.4, "s_squared": 0.762, "e_lumo_ev": [0.1, -1.5], "gap_ev": [8.4, 6.6], "species": ["Cu", "C", "C", "O", "H", "H", "H", "H", "H", "C", "C", "O", "H", "H", "H", "H", "H", "C", "C", "O", "O", "H", "H", "H", "H", "H", "H", "C", "C", "O", "O", "H", "H", "H", "H", "H", "H", "C", "C", "O", "O", "H", "H", "H", "H", "H", "H", "C", "C", "O", "O", "H", "H", "H", "H", "H", "H", "C", "C", "O", "O", "H", "H", "H", "H", "H", "H", "C", "C", "O", "O", "H", "H", "H", "H", "H", "H", "C", "C", "O", "O", "H", "H", "H", "H", "H", "H", "C", "C", "O", "O", "H", "H", "H", "H", "H", "H", "C", "C", "O", "O", "H", "H", "H", "H", "H", "H"], "xyz": [[12.9178, 20.0617, 22.4205], [9.3052, 19.5571, 20.6056], [10.2328, 20.7458, 20.9210], [11.6056, 20.5097, 20.6097], [8.7722, 19.5916, 19.6555], [8.4685, 19.5396, 21.3040], [9.8808, 18.6360, 20.6967], [10.1055, 21.0118, 21.9703], [9.7724, 21.6205, 20.4615], [10.7508, 17.8705, 24.4874], [11.9204, 17.2151, 23.6555], [12.9251, 18.0837, 23.3637], [10.2542, 18.6939, 23.9741], [11.1586, 18.2326, 25.4311], [9.9438, 17.1467, 24.6017], [11.4325, 16.8598, 22.7479], [12.1576, 16.2825, 24.1674], [16.2038, 18.6769, 21.6909], [15.1962, 18.3386, 20.5400], [14.1188, 19.1492, 20.5562], [15.6413, 19.2653, 22.8478], [17.0193, 19.2785, 21.2895], [16.7041, 17.7996, 22.1011], [14.7558, 17.3497, 20.6666], [15.7127, 18.2520, 19.5841], [14.1363, 19.6079, 19.7130], [15.1185, 18.5608, 23.2376], [14.5742, 15.6595, 26.2639], [15.4175, 14.6174, 25.5440], [14.9642, 13.3989, 25.9768], [14.9467, 16.9862, 25.7482], [14.7354, 15.6586, 27.3420], [13.4858, 15.6064, 26.2855], [16.4900, 14.7924, 25.6278], [15.2191, 14.5641, 24.4735], [15.5566, 12.6435, 25.9850], [14.1347, 17.2991, 25.3428], [12.3927, 21.0328, 28.1095], [10.8421, 21.1480, 27.8620], [10.6525, 21.1080, 26.4305], [12.6682, 20.6274, 29.3599], [12.9028, 21.9856, 27.9671], [12.8322, 20.4625, 27.2912], [10.2499, 21.9674, 28.2695], [10.4260, 20.2609, 28.3394], [9.7268, 20.9560, 26.2267], [13.6004, 20.4004, 29.3271], [10.8173, 14.4599, 20.9302], [10.3760, 15.5666, 19.8865], [10.5386, 15.1007, 18.5452], [11.2328, 13.2735, 20.2485], [10.2609, 14.3785, 21.8640], [11.7205, 14.9340, 21.3145], [10.9097, 16.5018, 20.0557], [9.3146, 15.8135, 19.8635], [11.1288, 14.3536, 18.6684], [12.1461, 13.2088, 20.5370], [12.8628, 22.9065, 22.9659], [12.2636, 22.3916, 24.3014], [11.9425, 21.0545, 24.1483], [13.8849, 22.0788, 22.4728], [13.1877, 23.9322, 23.1401], [12.1653, 22.9518, 22.1295], [11.3509, 22.9358, 24.5441], [12.9992, 22.6815, 25.0517], [11.5535, 20.7568, 24.9739], [14.2946, 22.6848, 21.8511], [14.9454, 23.2826, 18.0333], [14.5000, 22.6949, 19.4430], [15.2940, 23.3005, 20.5285], [16.0339, 22.6036, 17.4987], [15.2512, 24.3210, 18.1615], [14.1301, 23.2459, 17.3108], [14.3709, 21.6132, 19.4067], [13.4881, 23.0985, 19.4786], [16.2206, 23.0923, 20.3885], [16.7349, 22.7858, 18.1288], [18.0163, 21.8754, 23.4610], [19.3806, 21.4908, 23.0162], [20.2377, 22.5637, 23.1030], [18.1085, 22.7486, 24.5622], [17.5659, 20.9211, 23.7342], [17.4229, 22.3598, 22.6856], [19.3489, 21.1024, 21.9982], [19.7111, 20.5776, 23.5110], [20.1011, 23.0083, 23.9428], [18.2996, 22.1397, 25.2794], [15.7165, 20.1473, 27.2345], [16.8123, 19.1238, 27.6444], [17.2965, 18.5495, 26.4016], [15.3494, 20.7947, 28.4796], [14.9436, 19.5940, 26.7011], [16.0790, 20.8997, 26.5341], [16.4770, 18.1953, 28.1066], [17.6631, 19.4264, 28.2548], [16.6331, 17.9432, 26.0640], [16.0887, 21.3686, 28.6930], [7.3328, 20.0967, 26.0063], [7.4462, 20.3062, 24.4959], [6.6312, 21.5116, 24.2223], [7.6818, 21.3373, 26.6711], [7.9541, 19.2682, 26.3462], [6.3362, 19.7298, 26.2519], [7.0865, 19.3681, 24.0734], [8.5009, 20.5334, 24.3402], [6.5481, 21.5512, 23.2667], [6.8768, 21.8447, 26.5443]], "forces_ev_per_a": [[-0.8, -1.1, -1.0], [-0.1, 0.1, 0.3], [0.3, -0.7, 0.0], [-0.3, 0.3, 1.7], [0.6, 0.1, -0.4], [0.1, -0.1, 0.5], [-0.2, -0.1, 0.0], [0.3, -0.2, 0.5], [0.6, 0.5, -0.7], [0.6, -0.5, -0.6], [-2.3, 1.2, -0.2], [1.3, 1.2, -0.2], [0.4, 0.3, -0.3], [-0.3, -0.1, 0.2], [0.1, -0.3, 0.5], [-0.2, -0.2, -0.6], [0.8, -0.2, 0.4], [0.4, -0.7, -0.1], [1.7, -2.7, 1.5], [-1.5, 2.5, -0.9], [-0.4, 0.7, -0.6], [-0.2, 0.6, 0.2], [0.1, -0.6, -0.8], [0.5, -0.5, 0.5], [0.1, 0.5, -0.1], [-0.8, 0.4, 0.2], [-0.6, -0.2, 0.5], [0.7, 1.8, 0.3], [-0.6, 0.3, -1.3], [-0.9, -2.2, 1.7], [-0.4, -1.1, 0.6], [0.8, -0.2, 0.1], [0.0, -0.7, -1.0], [0.1, 0.2, 0.6], [0.0, 1.1, -0.4], [0.4, 0.5, -0.2], [0.0, 0.6, -0.6], [-1.5, 2.6, -2.3], [0.8, -1.0, -0.3], [0.3, -0.1, 0.4], [0.1, -1.5, 2.0], [-0.3, 0.7, -0.3], [-0.3, -0.9, 0.0], [0.7, 0.5, 0.1], [-0.1, -0.3, -0.2], [-0.3, 0.3, 0.3], [0.4, 0.0, 0.5], [1.4, 2.2, -0.5], [-1.5, -0.6, -0.6], [0.7, 0.3, 0.6], [-0.3, 0.2, 0.7], [-0.9, -0.7, -0.6], [0.4, -0.2, 0.2], [0.3, -0.1, 0.1], [-0.2, 0.0, 0.9], [0.2, -0.5, -0.5], [0.0, -0.6, -0.3], [-1.8, 0.4, 0.5], [0.3, 1.8, -1.6], [0.8, -0.7, -0.7], [0.1, -0.6, 1.1], [0.4, 0.0, 0.1], [-0.9, 0.1, 0.3], [0.0, 0.4, -0.1], [0.2, -0.8, 0.5], [-0.3, -0.5, 0.7], [1.1, -0.5, -0.8], [-0.4, -0.4, 1.4], [-0.1, 2.3, -1.9], [-1.1, -0.9, -1.1], [0.8, -0.6, -0.2], [-0.5, 0.3, 0.3], [-0.1, -0.2, 0.1], [0.7, 0.0, 0.5], [0.0, 0.0, 0.9], [0.1, -0.2, 0.1], [0.5, -0.2, -0.3], [-0.7, -0.8, -0.4], [0.1, -0.9, -0.9], [1.4, 0.5, -0.6], [-0.2, -0.1, 0.6], [-0.8, 0.2, 0.0], [0.1, 0.1, 0.1], [0.0, 0.5, -0.5], [0.4, 0.1, 0.9], [-0.3, 0.0, 0.1], [0.0, 0.3, 0.6], [1.8, -0.5, 1.8], [-0.3, -1.8, -2.6], [1.3, 0.9, 0.0], [-0.9, -0.1, -0.8], [-0.5, 0.2, 0.7], [0.3, -0.1, -0.1], [-1.0, 0.6, 0.9], [-0.1, 0.8, -0.3], [-0.4, -0.1, 0.0], [-0.1, 0.1, 0.1], [0.0, 0.3, -0.2], [-0.6, 1.1, 1.8], [0.8, -1.8, -0.1], [-0.5, -1.5, -0.1], [0.6, 0.3, 0.0], [-0.4, 0.5, 0.2], [0.1, 0.3, -0.8], [0.0, -0.2, -0.8], [-0.1, 0.2, -0.1], [0.2, 0.6, 0.0]]}

[2]
{"formula": "C10H13CoF6NO4S2", "method": "ωB97M-V/def2-TZVPD", "spin_multiplicity": 4, "e_tot_ha": -3522.71502, "s_squared": 3.788, "e_lumo_ev": [-0.1, -0.4], "gap_ev": [7.8, 7.9], "species": ["C", "C", "C", "H", "C", "H", "H", "H", "C", "H", "H", "C", "H", "H", "C", "H", "H", "C", "H", "H", "Co", "H", "F", "C", "F", "F", "S", "O", "O", "N", "S", "O", "O", "C", "F", "F", "F"], "xyz": [[-1.1735, -1.1460, -1.9513], [1.5439, -0.2017, -2.3857], [-1.5556, 0.2599, -2.0453], [-1.8211, -1.7372, -1.3309], [1.2175, 1.0929, -2.0522], [2.5469, -0.5740, -2.1196], [-2.6627, 0.3770, -1.9449], [2.0041, 1.7309, -1.6147], [-1.0942, 1.1405, -3.2174], [-1.8867, 1.8936, -3.3335], [-0.9945, 0.5697, -4.1473], [-0.2720, -1.8850, -2.8649], [-0.7935, -2.4782, -3.6292], [0.2047, -2.5984, -2.1886], [0.8442, -1.0427, -3.4545], [0.5016, -0.5236, -4.3509], [1.5750, -1.7485, -3.8596], [0.2061, 1.9103, -2.8493], [0.5725, 2.3650, -3.7887], [-0.0813, 2.7807, -2.2307], [0.6516, 0.1150, 0.0190], [-1.3157, 0.7082, -1.0637], [1.0454, -3.6690, 3.7616], [0.8949, -2.3847, 4.1543], [0.5563, -2.3727, 5.4558], [2.0867, -1.7599, 4.0150], [-0.3386, -1.4891, 3.0712], [0.2072, -1.3369, 1.6963], [-1.5717, -2.1755, 3.2460], [-0.1662, -0.1137, 3.9029], [-0.5544, 1.2529, 3.1350], [0.2375, 1.4101, 1.8842], [-1.9532, 1.5888, 3.0966], [0.1768, 2.3121, 4.5020], [-0.3422, 2.0431, 5.7157], [1.4993, 2.0425, 4.5115], [0.0049, 3.6432, 4.2557]], "forces_ev_per_a": [[-0.3, -0.4, -0.3], [0.2, 0.8, -0.3], [-1.4, 0.8, 0.3], [-0.1, -0.3, 0.3], [0.9, 0.0, -1.3], [-0.6, 0.1, 0.4], [0.4, -0.5, -0.3], [-0.3, -0.5, 0.3], [0.1, 0.5, 1.0], [0.3, -0.2, -0.4], [-0.2, 0.3, 0.3], [0.1, -0.3, 0.8], [0.0, 0.2, 0.0], [0.1, -0.5, -0.3], [0.5, -0.6, 0.0], [0.2, 0.5, 0.4], [0.2, 0.1, 0.2], [-1.1, 0.1, 0.3], [0.6, -0.4, 0.5], [0.1, -0.4, -0.2], [-0.1, -0.1, -0.2], [0.4, 0.7, 0.0], [-0.3, 0.8, 0.2], [1.1, -0.4, 0.0], [0.0, 0.1, -1.2], [-0.7, -0.5, 0.1], [1.1, 1.8, 0.3], [-0.5, -0.7, 1.0], [-0.1, -0.2, -0.4], [-1.1, -0.1, -1.6], [0.4, -0.9, 0.3], [-0.9, 0.4, 1.1], [0.7, -0.1, -0.3], [0.8, 0.8, 0.1], [0.3, 0.1, -1.3], [-0.7, 0.4, 0.3], [0.1, -1.4, 0.1]]}

[3]
{"formula": "C5H6O2", "method": "ωB97M-V/def2-TZVPD", "spin_multiplicity": 1, "e_tot_ha": -344.44808, "de_lowest_kcal_mol": 96.5, "e_lumo_ev": [0.3, 0.5], "gap_ev": [7.8, 8.2], "species": ["O", "C", "C", "O", "C", "C", "C", "H", "H", "H", "H", "H", "H"], "xyz": [[1.1122, 1.9182, 0.7849], [0.6550, 0.9330, 0.2647], [1.4351, -0.3017, -0.2085], [0.5946, -0.9503, -1.1484], [-0.6392, -0.4004, -1.0501], [-1.1699, -0.2956, 0.9362], [-0.8236, 0.6649, -0.0848], [1.6417, -0.9674, 0.6375], [2.3717, -0.0506, -0.7098], [-1.2658, -0.5796, -1.9294], [-0.6565, -0.3172, 1.8934], [-1.7840, -1.1620, 0.8800], [-1.4712, 1.5087, -0.2657]], "forces_ev_per_a": [[-0.3, -0.7, -0.2], [0.2, 0.8, -0.1], [0.2, 0.1, 0.1], [0.1, 0.4, -0.4], [0.5, -0.4, 0.5], [-0.3, -1.6, 1.1], [0.5, 1.0, -0.5], [-0.1, 0.1, -0.1], [-0.1, 0.1, 0.1], [-0.1, -0.5, 0.8], [0.7, 0.0, -0.3], [-1.3, 0.1, -0.6], [0.1, 0.6, -0.3]]}

[4]
{"formula": "C26H32N5SiSr", "method": "ωB97M-V/def2-TZVPD", "spin_multiplicity": 1, "total_charge": 1, "e_tot_ha": -1603.85332, "de_lowest_kcal_mol": 4.5, "e_lumo_ev": -2.5, "gap_ev": 6.0, "species": ["Sr", "C", "N", "C", "C", "N", "C", "C", "C", "C", "C", "C", "N", "C", "N", "C", "C", "C", "C", "C", "C", "N", "H", "H", "H", "H", "H", "H", "H", "H", "H", "H", "H", "H", "H", "H", "H", "C", "C", "C", "C", "C", "C", "C", "H", "H", "H", "H", "H", "H", "H", "H", "C", "Si", "C", "C", "H", "H", "H", "H", "H", "H", "H", "H", "H"], "xyz": [[-0.7624, 0.3234, -0.7858], [1.8142, -1.8740, 0.0457], [0.9544, -1.0663, 0.9205], [1.6467, 0.0272, 1.6068], [2.2726, 0.9365, 0.5922], [1.6232, 1.5037, -0.4046], [2.6025, 2.1786, -1.1388], [2.4736, 2.9664, -2.2816], [3.6216, 3.5267, -2.8001], [4.8736, 3.3179, -2.2023], [5.0140, 2.5433, -1.0700], [3.8510, 1.9800, -0.5569], [3.6094, 1.1617, 0.5335], [0.9251, -2.6414, -0.8836], [0.0691, -2.0283, -1.6697], [-0.6518, -3.0455, -2.2968], [-1.6930, -2.9662, -3.2212], [-2.2203, -4.1547, -3.6775], [-1.7292, -5.3958, -3.2355], [-0.7012, -5.4889, -2.3213], [-0.1766, -4.2859, -1.8585], [0.8213, -3.9875, -0.9389], [2.4997, -2.5398, 0.5805], [2.4040, -1.1845, -0.5592], [0.4834, -1.6603, 1.5948], [2.4243, -0.2960, 2.3106], [0.8970, 0.5818, 2.1715], [1.5070, 3.1338, -2.7391], [3.5619, 4.1442, -3.6857], [5.7477, 3.7785, -2.6414], [5.9795, 2.3865, -0.6081], [4.2862, 0.8488, 1.2089], [-2.0678, -2.0060, -3.5528], [-3.0313, -4.1381, -4.3926], [-2.1725, -6.3030, -3.6227], [-0.3304, -6.4473, -1.9840], [1.4125, -4.6447, -0.4589], [-1.3612, 3.8193, -0.1072], [-1.3126, 2.9627, 1.1281], [-2.2338, 1.9305, 1.3239], [-2.2053, 1.1529, 2.4820], [-1.2814, 1.4233, 3.4806], [-0.3700, 2.4599, 3.3027], [-0.3721, 3.2018, 2.1314], [-1.4467, 3.2298, -1.0272], [-0.4789, 4.4538, -0.1759], [-2.2460, 4.4573, -0.0896], [-3.0098, 1.7592, 0.5829], [-2.9438, 0.3723, 2.6194], [-1.2864, 0.8505, 4.3987], [0.3447, 2.6944, 4.0817], [0.3449, 4.0046, 2.0058], [-3.4195, 1.0283, -4.2439], [-3.4894, 0.8541, -2.3506], [-4.8233, -0.4760, -2.0632], [-4.3340, 2.4782, -1.7989], [-4.4231, 1.1848, -4.6523], [-3.0033, 0.1400, -4.7267], [-2.8018, 1.8781, -4.5451], [-5.7298, -0.2345, -2.6278], [-5.1018, -0.5490, -1.0081], [-4.4905, -1.4683, -2.3792], [-5.2940, 2.6056, -2.3094], [-3.7198, 3.3487, -2.0433], [-4.5429, 2.5095, -0.7257]], "forces_ev_per_a": [[-0.1, 0.1, -0.2], [-0.2, -0.2, -0.1], [0.0, 0.1, 0.0], [0.2, 0.2, 0.0], [0.0, 0.0, -0.4], [0.2, -0.2, 0.3], [-0.3, 0.0, -0.1], [0.0, 0.0, 0.0], [-0.1, 0.0, 0.0], [0.1, 0.0, 0.0], [0.1, 0.0, 0.0], [0.1, 0.0, 0.0], [-0.1, 0.1, 0.2], [-0.2, 0.3, 0.0], [-0.1, -0.1, 0.2], [0.1, -0.1, 0.0], [0.0, 0.0, 0.0], [0.0, 0.0, 0.0], [0.0, 0.0, 0.0], [0.0, 0.0, 0.0], [-0.1, 0.0, -0.1], [0.1, 0.0, -0.2], [0.0, 0.1, 0.1], [0.1, -0.1, 0.0], [0.0, 0.0, 0.0], [-0.1, -0.1, 0.0], [0.0, 0.0, 0.1], [0.0, 0.0, 0.0], [0.0, 0.0, 0.0], [0.0, 0.0, 0.0], [0.0, 0.0, 0.0], [0.0, 0.0, 0.0], [0.0, 0.0, 0.0], [0.0, 0.0, 0.0], [0.0, 0.0, 0.0], [0.0, 0.0, 0.0], [0.0, 0.0, 0.0], [0.0, 0.0, 0.0], [0.1, -0.1, 0.0], [0.0, -0.1, 0.1], [0.0, 0.0, -0.1], [0.1, 0.0, 0.0], [0.0, -0.1, 0.0], [0.0, 0.1, 0.0], [0.0, 0.0, 0.0], [0.0, 0.0, 0.0], [0.0, 0.0, 0.0], [0.0, 0.0, 0.0], [0.0, 0.0, 0.0], [0.0, 0.0, 0.0], [0.0, 0.0, 0.0], [0.0, 0.0, 0.0], [0.0, 0.0, 0.0], [0.3, 0.0, 0.1], [0.0, 0.0, 0.0], [-0.1, 0.0, -0.1], [0.0, 0.0, 0.0], [0.0, 0.0, 0.0], [0.0, 0.0, 0.0], [0.0, 0.0, 0.0], [0.0, 0.0, 0.0], [0.0, 0.0, 0.0], [0.0, 0.0, 0.0], [0.0, 0.0, 0.0], [0.0, 0.0, 0.0]]}